# 1
{"formula": "C3H5N", "method": "ωB97M-V/def2-TZVPD", "elements": ["C", "C", "C", "N", "H", "H", "H", "H", "H"], "positions_angstrom": [[1.712, -0.316, -0.024], [0.485, 0.368, 0.021], [-0.988, 0.117, -0.185], [-2.114, -0.269, 0.055], [2.029, -0.840, -0.878], [2.604, 0.392, 0.065], [1.806, -1.096, 0.848], [0.262, 0.828, 1.072], [0.838, 1.585, -0.366]], "mulliken_charge": [-0.89, -0.18, 0.24, -0.45, 0.35, 0.28, 0.22, 0.21, 0.21], "fmax_ha_per_bohr": 0.18814, "total_charge": 0, "relative_energy_kcal_mol": 55.8, "total_energy_ha": -171.966209, "e_homo_ha": -0.3926, "e_lumo_ev": 0.61}

***

# 2
{"formula": "C3H5N", "method": "ωB97M-V/def2-TZVPD", "elements": ["C", "C", "N", "C", "H", "H", "H", "H", "H"], "positions_angstrom": [[-0.870, -0.672, -1.295], [0.156, -0.613, -0.343], [-0.068, -0.155, 0.978], [0.508, 0.869, 1.491], [-1.975, -0.672, -1.045], [-0.412, -1.107, -2.257], [1.144, -0.481, -0.707], [0.303, 1.532, 2.355], [1.214, 1.299, 0.823]], "mulliken_charge": [-0.61, -0.09, -0.47, -0.16, 0.29, 0.22, 0.39, 0.25, 0.19], "fmax_ha_per_bohr": 0.07633, "total_charge": 0, "relative_energy_kcal_mol": 54.6, "total_energy_ha": -171.968056, "e_homo_ha": -0.3336, "e_lumo_ev": 0.57}

***

# 3
{"formula": "C3H5N", "method": "ωB97M-V/def2-TZVPD", "elements": ["C", "C", "C", "N", "H", "H", "H", "H", "H"], "positions_angstrom": [[0.318, -0.543, 0.025], [-0.755, 0.599, -0.043], [-2.101, 0.103, 0.078], [-3.191, -0.208, -0.042], [0.051, -1.173, 0.938], [1.335, -0.282, 0.152], [0.426, -1.204, -0.928], [-0.650, 1.387, 0.639], [-0.705, 1.250, -1.006]], "mulliken_charge": [-0.97, -0.21, 0.20, -0.38, 0.26, 0.36, 0.25, 0.27, 0.22], "fmax_ha_per_bohr": 0.05902, "total_charge": 0, "relative_energy_kcal_mol": 13.5, "total_energy_ha": -172.033629, "e_homo_ha": -0.4237, "e_lumo_ev": 0.79}